# H6O3

A cluster of 3 separate species, H6O3 in total (ωB97M-V with the def2-TZVPD basis set, the OMol25 dataset).

The HOMO energy comes out at -0.407 Eh. The LUMO energy comes out at 0.513 eV. The SMILES is O.O.O. The value obtained for the energy above the lowest of the compared OMol25 structures with the same formula, charge and spin is 0.483 eV. The strongest force on any atom is 0.4 eV Å⁻¹. For the HOMO-LUMO gap, the calculation gives 11.6 eV.

Geometry (Å):
O (16.79, 11.53, -29.03)
H (15.93, 11.86, -29.28)
H (17.01, 12.02, -28.24)
O (15.69, 7.43, -29.52)
H (15.51, 7.95, -30.30)
H (15.78, 8.08, -28.82)
O (17.73, 4.58, -29.36)
H (17.06, 5.25, -29.47)
H (18.55, 5.01, -29.58)

Partial charges, natural (NBO), in e: atom 1 (O): -0.938, atom 2 (H): 0.468, atom 3 (H): 0.470, atom 4 (O): -0.948, atom 5 (H): 0.472, atom 6 (H): 0.476, atom 7 (O): -0.946, atom 8 (H): 0.481, atom 9 (H): 0.464